# 1
The following is a DFT calculation (the ωB97M-V functional and the def2-TZVPD basis) of C5H8O2 in the gas phase.

Calculated values
- SMILES string: O=C=CCCCO
- Kohn-Sham gap: 9.45 eV
- LUMO energy: 0.72 eV
- Energy above the lowest of the compared OMol25 structures with the same formula, charge and spin: 332.6 kJ/mol
- Max |F|: 3.922 eV/Å

Last column: natural (NBO) charge in e.
Atoms and positions in Å:
O (-2.5230, -0.0313, -0.0211)  -0.7226
C (-1.4560, 0.6885, 0.5903)  -0.0713
C (-0.1289, -0.0068, 0.3525)  -0.3913
C (0.4249, -0.2066, -1.0459)  -0.4134
C (1.8240, -0.5410, -0.5891)  -0.5130
C (1.9542, -0.5323, 0.7510)  0.6381
O (2.3140, -0.6601, 1.8608)  -0.4870
H (-2.8996, 0.5137, -0.7212)  0.4744
H (-1.6701, 0.7368, 1.6664)  0.1800
H (-1.3993, 1.7054, 0.1992)  0.1626
H (-0.2379, -1.0256, 0.7954)  0.2330
H (-0.0226, -1.0106, -1.6354)  0.2225
H (0.3333, 0.7367, -1.5992)  0.1990
H (0.9147, 0.7071, 0.5465)  0.2400
H (2.5722, -1.0738, -1.1502)  0.2490

***

# 2
The following is a DFT calculation (the ωB97M-V functional and the def2-TZVPD basis) of C5H8O2 in the gas phase.

Calculated values
- SMILES string: O=C1CC(CO)C1
- Kohn-Sham gap: 10.03 eV
- LUMO energy: 0.68 eV
- Energy above the lowest of the compared OMol25 structures with the same formula, charge and spin: 110.6 kJ/mol
- Max |F|: 0.567 eV/Å

Last column: natural (NBO) charge in e.
Atoms and positions in Å:
O (-1.4644, 1.1492, 0.3675)  -0.7331
C (-1.5013, -0.1708, -0.1454)  -0.0567
C (-0.0699, -0.6649, -0.2360)  -0.2331
C (0.7755, -0.4508, 1.0508)  -0.5351
C (1.7335, 0.4047, 0.2228)  0.6246
O (2.7720, 0.9572, 0.4656)  -0.5157
C (0.8877, 0.2573, -1.0412)  -0.5344
H (-2.3683, 1.4680, 0.4641)  0.4762
H (-2.0875, -0.8342, 0.5109)  0.1648
H (-1.9619, -0.1956, -1.1463)  0.1644
H (-0.0626, -1.7020, -0.5896)  0.2140
H (0.2658, 0.1223, 1.8322)  0.2496
H (1.2297, -1.3438, 1.4891)  0.2338
H (0.4345, 1.2014, -1.3607)  0.2466
H (1.4175, -0.1981, -1.8839)  0.2342

***

# 3
The following is a DFT calculation (the ωB97M-V functional and the def2-TZVPD basis) of C5H8O2 in the gas phase.

Calculated values
- SMILES string: CC1(OC=O)CC1
- Kohn-Sham gap: 11.19 eV
- LUMO energy: 1.04 eV
- Energy above the lowest of the compared OMol25 structures with the same formula, charge and spin: 124.3 kJ/mol
- Max |F|: 0.743 eV/Å

Last column: natural (NBO) charge in e.
Atoms and positions in Å:
C (1.3925, -0.1092, 0.2123)  -0.6552
C (-0.0694, 0.2264, 0.0600)  0.2405
C (-0.5835, 1.0230, -1.0988)  -0.4330
C (-0.6890, 1.5679, 0.3050)  -0.4304
O (-0.8859, -0.8267, 0.5996)  -0.5038
C (-0.5335, -2.1077, 0.4252)  0.6572
O (0.1781, -2.5745, -0.4269)  -0.5822
H (2.0350, 0.5087, -0.4123)  0.2202
H (1.5098, -1.1345, -0.1602)  0.2586
H (1.7045, -0.0087, 1.2591)  0.2117
H (0.1696, 1.4624, -1.7493)  0.2199
H (-1.4950, 0.7127, -1.5972)  0.2281
H (-0.0680, 2.4047, 0.6147)  0.2192
H (-1.6858, 1.5645, 0.7414)  0.2293
H (-0.9794, -2.7090, 1.2274)  0.1199

***

# 4
The following is a DFT calculation (the ωB97M-V functional and the def2-TZVPD basis) of C5H8O2 as an isolated structure.

Calculated values
- Kohn-Sham gap: 9.54 eV
- LUMO energy: 0.78 eV
- Energy above the lowest of the compared OMol25 structures with the same formula, charge and spin: 529.6 kJ/mol
- Max |F|: 1.206 eV/Å

Last column: Mulliken charge in e.
Atoms and positions in Å:
O (-2.1260, 0.7746, 0.6206)  -0.5553
C (-1.1443, -0.2188, 0.5243)  0.0313
C (-0.6473, -0.5621, -0.9126)  -0.8230
C (0.6809, 0.0608, -0.5262)  0.9249
C (2.1395, 0.0975, -1.4229)  -0.9260
O (1.1728, 1.1468, -1.1906)  -0.4141
C (0.2917, 0.2106, 0.9398)  -0.8153
H (-1.7980, 1.5715, 0.1820)  0.3507
H (-1.5304, -1.0801, 1.0708)  0.4113
H (-1.1517, -0.0181, -1.7161)  0.3133
H (-0.6583, -1.6314, -1.1470)  0.2838
H (1.7957, -0.6229, -0.4678)  0.3529
H (1.7320, -0.5347, -2.2269)  0.2541
H (0.3925, 1.2483, 1.2663)  0.2819
H (0.7874, -0.4572, 1.6505)  0.3295